No. 1
# C5H8O4

2 unconnected molecules or ions with the total composition C5H8O4 in a non-equilibrium geometry (ωB97M-V/def2-TZVPD, the OMol25 dataset).

Atoms and positions in Å:
C  0.5132  4.0259  1.1267
C  0.0879  2.5265  1.7710
O  0.5376  1.6210  1.0679
O  -0.6271  2.6472  2.7737
H  -0.2139  4.2080  0.3372
H  1.5328  4.0059  0.7563
H  0.3740  4.7517  1.9372
C  -0.1170  -1.2705  -1.0264
C  1.1902  -0.9350  -1.7685
C  -0.5210  -2.7809  -1.2404
O  0.3583  -3.6185  -0.9610
O  -1.7041  -2.9547  -1.6486
H  0.0375  -1.1491  0.0484
H  -0.8855  -0.5555  -1.2948
H  1.4097  0.1340  -1.6868
H  1.2101  -1.1877  -2.8349
H  1.9944  -1.5164  -1.3120

Cartesian forces (eV/Å) of the 6 atoms listed first:
-0.716 -1.107 1.324
0.888 2.818 -1.610
-0.245 -0.947 0.605
-0.216 -0.852 0.466
0.102 0.130 -0.200
0.084 0.037 -0.181

The gap between HOMO and LUMO is 7.61 eV. As for the net charge: -2. As for the highest occupied orbital energy: -1.2 eV. As for the total energy: -496.30611 Ha.

---

No. 2
# C5H8O4

2 unconnected molecules or ions with the total composition C5H8O4 in a non-equilibrium geometry (ωB97M-V/def2-TZVPD, the OMol25 dataset).

Atoms and positions in Å:
C  1.2832  0.8093  0.2154
C  2.4398  -0.1186  0.6078
C  1.1339  1.8979  1.3396
O  0.1893  2.6988  1.2690
O  2.0183  1.8861  2.2408
H  1.5954  1.3120  -0.6529
H  0.3398  0.3358  -0.0525
H  2.5634  -0.1549  1.6688
H  3.3786  0.1921  0.1983
H  2.2793  -1.2548  0.2599
C  -2.4037  -0.8879  -0.4330
C  -2.5605  -1.2165  -1.8860
O  -2.3302  -0.4070  -2.8018
O  -2.7753  -2.4090  -1.9778
H  -1.7478  -1.7334  0.1030
H  -3.3766  -0.9966  0.0744
H  -2.0269  0.0466  -0.1730

Cartesian forces (eV/Å) of the 6 atoms listed first:
0.526 -0.184 1.568
-1.201 -3.251 -1.077
0.282 -0.055 0.469
-0.550 0.191 -0.474
0.033 0.000 -0.113
0.193 0.952 -1.327

The gap between HOMO and LUMO is 7.82 eV. As for the net charge: -2. As for the highest occupied orbital energy: -1.4 eV. As for the total energy: -496.28948 Ha.

---

No. 3
# C5H8O4

2 unconnected molecules or ions with the total composition C5H8O4 in a non-equilibrium geometry (ωB97M-V/def2-TZVPD, the OMol25 dataset).

Atoms and positions in Å:
C  -2.0335  -1.2664  -0.9678
C  -1.2105  -2.3111  -1.7945
O  -0.6942  -3.2344  -1.1428
O  -1.1742  -2.0852  -3.0296
H  -1.7067  -1.3018  0.0696
H  -3.1150  -1.4248  -0.9780
H  -1.8954  -0.2445  -1.3326
C  1.5785  1.6330  0.8391
C  0.1651  1.4328  0.3302
C  2.0928  0.4615  1.7757
O  3.1675  -0.0648  1.4218
O  1.4044  0.2694  2.8033
H  2.3520  1.7216  0.0791
H  1.6576  2.4441  1.5658
H  -0.2258  2.2882  -0.2377
H  -0.4489  0.9665  1.0952
H  0.0863  0.7157  -0.4968

Cartesian forces (eV/Å) of the 6 atoms listed first:
0.228 0.227 0.300
-0.589 0.630 -0.096
0.007 -0.319 -0.036
0.041 -0.187 -0.151
-0.014 0.010 0.121
-0.028 -0.399 -0.196

The gap between HOMO and LUMO is 7.95 eV. As for the net charge: -2. As for the highest occupied orbital energy: -1.4 eV. As for the total energy: -496.30331 Ha.

---

No. 4
# C5H8O4P

A molecular structure, C5H8O4P in a non-equilibrium geometry (ωB97M-V/def2-TZVPD, the OMol25 dataset).

Atoms and positions in Å:
C  0.8770  1.3546  -0.2823
C  1.9109  0.5463  1.6301
C  0.1483  -0.0135  -0.5294
C  -0.7667  -0.4683  0.5668
C  -0.5051  0.0425  -1.8479
O  3.7348  -0.9413  -0.2885
O  0.2822  2.3665  0.0105
O  2.1597  1.2128  -0.7664
O  1.2518  -0.9252  -0.5933
P  2.5120  -0.2092  0.0711
H  2.4676  1.4310  1.7355
H  1.8734  -0.2771  2.3789
H  -0.2513  -0.3098  1.5148
H  -0.9252  -1.6103  0.5231
H  -1.7437  0.0534  0.6612
H  0.2876  0.0093  -2.5329
H  -1.1748  1.0099  -2.2040
H  -1.0198  -0.9724  -2.0208

Cartesian forces (eV/Å) of the 6 atoms listed first:
-1.413 -0.511 0.880
0.493 -3.882 -2.344
0.324 1.003 1.193
-0.826 -1.349 1.346
-2.800 -0.011 -2.285
0.222 0.089 -0.082

The gap between HOMO and LUMO is 7.06 eV. As for the net charge: -1. As for the highest occupied orbital energy: -3.4 eV. As for the total energy: -837.70613 Ha.

---

No. 5
# C5H8O5

2 unconnected molecules or ions with the total composition C5H8O5 in a non-equilibrium geometry (ωB97M-V/def2-TZVPD, the OMol25 dataset).

Atoms and positions in Å:
O  -2.0297  0.9072  3.4168
C  -2.4457  -0.0315  2.7995
C  -2.1075  -0.2813  1.3212
O  -2.4666  -1.2860  0.7614
O  -1.3542  0.6711  0.8161
C  -0.9207  0.5641  -0.5468
C  0.4077  -0.1311  -0.6377
C  1.2953  0.1821  -1.7692
O  1.5357  0.6701  -0.3153
H  -3.0239  -0.8594  3.2585
H  -1.6700  0.0176  -1.1337
H  -0.8463  1.5951  -0.9096
H  0.4442  -1.1482  -0.2317
H  1.6107  -0.6759  -2.3699
H  1.0653  1.0419  -2.4062
O  3.5214  -0.8155  -0.6932
H  2.8754  -0.1419  -0.1297
H  4.1089  -0.2785  -1.2306

Cartesian forces (eV/Å) of the 6 atoms listed first:
-0.291 -0.248 -0.222
0.386 0.006 0.341
-0.116 -0.534 0.048
-0.016 0.162 0.031
0.133 0.570 0.074
-0.196 -0.138 -0.147

The gap between HOMO and LUMO is 10.01 eV. As for the highest occupied orbital energy: -10.4 eV. As for the total energy: -571.42107 Ha. As for the structure (SMILES): O=CC(=O)OC[C@H]1CO1.O.

---

No. 6
# C5H8OS

C5H8OS in the gas phase in a non-equilibrium geometry (ωB97M-V/def2-TZVPD, the OMol25 dataset).

Atoms and positions in Å:
C  2.0353  1.6798  -0.2708
C  1.0167  1.0009  0.3064
C  -0.6699  -0.8876  0.5325
C  -2.2784  -0.8426  -0.0389
C  0.5855  -0.2952  -0.0469
O  1.2227  -1.0536  -0.9463
S  -2.8875  0.7879  -0.2470
H  2.3078  2.6579  0.0788
H  2.5892  1.3116  -1.1219
H  0.4634  1.4697  1.1054
H  -0.5185  -1.9649  0.5832
H  -0.7969  -0.4778  1.5319
H  -2.2927  -1.3880  -0.9783
H  -2.8245  -1.3652  0.7408
H  2.0479  -0.6331  -1.2289

Cartesian forces (eV/Å) of the 6 atoms listed first:
0.142 0.096 -0.071
-0.174 -0.566 -0.200
-0.510 -0.075 -0.025
1.772 0.246 -0.117
-1.644 0.656 0.468
0.253 -0.318 -0.500

The gap between HOMO and LUMO (alpha / beta) is 8.85 / 5.19 eV. As for the highest occupied orbital energy (alpha / beta): -9.0 / -7.0 eV. As for the total energy: -668.61951 Ha.

---

No. 7
# C5H8OS2

A molecular structure, C5H8OS2 in a non-equilibrium geometry (ωB97M-V/def2-TZVPD, the OMol25 dataset).

Atoms and positions in Å:
C  -0.0812  2.5428  -0.1581
C  -0.0196  1.0148  0.3001
C  -0.6805  -1.6323  -0.4653
C  -1.4946  -2.4209  0.1216
C  1.9221  -0.5550  0.2337
H  0.6904  3.2334  0.1916
H  -0.3224  2.6479  -1.3635
H  -1.0655  3.1149  0.1225
H  0.2477  0.9574  1.5046
H  0.0811  -1.9502  -1.3621
H  -1.7465  -3.6167  -0.0609
H  -2.1777  -1.8287  1.1991
H  1.1864  -1.5154  0.8527
O  1.3728  0.6305  -0.2066
S  -1.2946  0.0748  -0.5510
S  3.3819  -0.6975  -0.3584

Cartesian forces (eV/Å) of the 6 atoms listed first:
-3.691 0.637 -2.204
3.468 1.990 1.368
2.408 1.805 -4.626
-4.844 -3.535 5.008
-2.590 -0.668 0.212
0.312 -0.752 -0.229

The gap between HOMO and LUMO is 8.77 eV. As for the highest occupied orbital energy: -8.6 eV. As for the total energy: -1066.70323 Ha.

---

No. 8
# C5H8OS2

C5H8OS2 in the gas phase in a non-equilibrium geometry (ωB97M-V/def2-TZVPD, the OMol25 dataset).

Atoms and positions in Å:
C  -2.2502  1.5298  2.1647
S  -1.4299  1.8756  0.5753
C  -1.3013  0.1956  0.0023
C  -0.1966  -0.3698  -0.4285
C  1.1608  0.3053  -0.1522
S  2.3224  -1.1008  -0.3187
C  1.1202  -1.8733  -1.5189
O  -0.1413  -1.5794  -0.9890
H  -1.5157  1.1812  2.9177
H  -3.0489  0.8510  1.9903
H  -2.5964  2.4947  2.4890
H  -2.2045  -0.4084  0.0512
H  1.2386  0.7335  0.8858
H  1.3617  1.0377  -0.9126
H  1.1266  -2.9315  -1.5072
H  1.2916  -1.4450  -2.5114

Cartesian forces (eV/Å) of the 6 atoms listed first:
1.670 0.637 0.089
0.074 -0.950 0.059
-1.437 0.167 0.440
1.425 1.764 1.202
-0.075 -1.121 0.222
-0.327 -0.284 -0.522

The gap between HOMO and LUMO is 8.96 eV. As for the highest occupied orbital energy: -8.2 eV. As for the total energy: -1066.88395 Ha. As for the structure (SMILES): CS/C=C1\CSCO1.

---

No. 9
# C5H8OSi

A molecular structure, C5H8OSi in a non-equilibrium geometry (ωB97M-V/def2-TZVPD, the OMol25 dataset).

Atoms and positions in Å:
C  -1.2265  1.2708  0.3079
C  0.1117  1.4800  0.2868
C  -1.9840  0.0773  -0.1033
C  1.2273  0.5813  -0.0770
C  1.0692  -0.7956  -0.6606
O  -3.1342  -0.0497  -0.3138
Si  -0.3245  -1.6395  0.3109
H  -1.8691  2.1383  0.4677
H  0.4636  2.4348  0.4738
H  1.8863  1.1247  -0.6674
H  1.8356  0.4896  0.8619
H  0.7890  -0.9350  -1.7380
H  2.0079  -1.4840  -0.6055
H  0.0324  -1.9203  1.7567
H  -0.8847  -2.7726  -0.3002

Cartesian forces (eV/Å) of the 6 atoms listed first:
-0.060 1.426 -0.864
-2.198 -2.308 -0.921
4.126 -2.372 2.156
0.882 -0.928 1.531
0.192 -3.082 -0.263
-1.152 0.207 -0.547

The gap between HOMO and LUMO is 8.19 eV. As for the highest occupied orbital energy: -7.8 eV. As for the total energy: -559.94832 Ha.

---

No. 10
# C5H8OSi

C5H8OSi in the gas phase in a non-equilibrium geometry (ωB97M-V/def2-TZVPD, the OMol25 dataset).

Atoms and positions in Å:
O  3.0302  0.6002  -0.4191
Si  1.9602  -0.5540  0.1843
C  0.0926  -0.2150  -0.0075
C  -0.8974  -1.2453  -0.2216
C  -2.1791  -0.4731  -0.1791
C  -1.9610  0.8072  0.1217
C  -0.5625  1.0834  0.2929
H  2.9220  0.7743  -1.3809
H  2.5486  -0.4930  1.5138
H  2.1261  -1.9298  -0.3869
H  -0.6435  -2.2726  -0.3731
H  -3.2584  -0.8899  -0.1837
H  -2.8483  1.3663  0.1390
H  -0.1516  1.8667  -0.3556
H  -0.1780  1.5747  1.2559

Cartesian forces (eV/Å) of the 6 atoms listed first:
-0.980 -0.262 -1.511
-0.216 0.049 -0.336
-0.145 -3.192 0.250
1.908 4.856 0.608
-1.270 -2.554 0.505
-1.395 -0.942 -0.222

The gap between HOMO and LUMO is 9.15 eV. As for the highest occupied orbital energy: -8.7 eV. As for the total energy: -560.02145 Ha. As for the structure (SMILES): O[SiH2]C1=CC=CC1.